Record 1
Below is a cluster of 4 separate species, C35H51BrN4O10P2S5 in total at a distorted geometry, with properties calculated with ωB97M-V/def2-TZVPD.

The geometry in ORCA input format:
```
! RIJCOSX wB97M-V def2-TZVPD def2/J DEFGRID3
* xyz 0 1
C -4.163 2.819 -1.997
C -3.408 2.313 -3.216
O -3.399 2.997 -4.221
N -2.704 1.062 -3.227
C -2.440 0.570 -4.597
C -1.534 1.049 -2.407
C -0.542 2.087 -2.366
O -0.707 3.193 -3.152
C 0.166 3.211 -4.305
C 0.435 4.712 -4.684
C -0.417 5.690 -3.862
O 1.809 5.071 -4.515
C 0.572 1.949 -1.568
P 1.894 3.243 -1.497
S 3.573 2.642 -2.305
C 0.776 0.781 -0.778
N 1.926 0.704 -0.041
C 2.011 -0.396 0.660
C 3.246 -0.549 1.548
C 4.264 -1.587 1.016
C 5.588 -1.345 1.769
O 6.089 -0.245 1.790
N 6.260 -2.449 2.459
C 6.700 -2.112 3.769
C 5.994 -1.312 4.654
C 6.466 -1.062 5.929
C 7.661 -1.589 6.392
C 8.381 -2.378 5.493
C 7.914 -2.632 4.223
C 1.002 -1.436 0.622
Br 1.242 -3.008 1.705
N -0.071 -1.394 -0.096
C -0.188 -0.229 -0.805
C -1.336 -0.066 -1.632
P -2.608 -1.400 -1.706
S -4.157 -0.907 -0.624
H -3.637 3.727 -1.659
H -4.276 2.092 -1.186
H -5.133 3.176 -2.366
H -2.053 -0.455 -4.494
H -3.371 0.512 -5.168
H -1.667 1.190 -5.067
H -0.358 2.770 -5.169
H 1.103 2.686 -4.063
H 0.124 4.864 -5.733
H -0.169 5.677 -2.798
H -0.165 6.699 -4.226
H -1.491 5.502 -3.988
H 2.324 4.270 -4.677
H 2.072 3.541 -0.128
H 1.372 4.397 -2.087
H 3.730 0.433 1.616
H 2.908 -0.891 2.538
H 3.987 -2.628 1.223
H 4.418 -1.505 -0.071
H 7.105 -2.632 1.920
H 5.044 -0.858 4.369
H 5.901 -0.435 6.623
H 8.022 -1.415 7.403
H 9.332 -2.778 5.851
H 8.545 -3.268 3.597
H -2.991 -1.617 -3.052
H -2.071 -2.603 -1.197
O -7.005 -3.600 -1.803
S -7.707 -2.516 -1.164
O -7.534 -1.148 -1.576
C -9.455 -2.903 -1.150
C -9.660 -3.682 0.144
C -8.846 -2.941 1.211
C -7.467 -2.642 0.611
H -9.712 -3.471 -2.042
H -10.003 -1.960 -1.134
H -10.715 -3.744 0.410
H -9.280 -4.700 0.031
H -9.348 -2.004 1.465
H -8.757 -3.523 2.128
H -7.057 -1.705 0.982
H -6.764 -3.452 0.796
O 1.028 -7.746 3.791
S 1.711 -7.355 2.584
O 2.732 -6.337 2.579
C 2.351 -8.825 1.792
C 1.212 -9.295 0.892
C 0.653 -8.030 0.230
C 0.484 -6.973 1.329
H 2.634 -9.556 2.547
H 3.222 -8.533 1.205
H 1.559 -10.018 0.154
H 0.434 -9.772 1.493
H 1.360 -7.670 -0.521
H -0.292 -8.223 -0.276
H 0.657 -5.967 0.954
H -0.499 -7.032 1.794
O -0.334 7.875 -1.115
S 0.440 7.064 -0.214
O 0.641 5.648 -0.443
C 2.029 7.843 0.035
C 1.806 8.782 1.215
C 0.971 7.990 2.228
C -0.168 7.315 1.456
H 2.333 8.356 -0.876
H 2.748 7.061 0.282
H 2.751 9.116 1.643
H 1.252 9.666 0.890
H 1.598 7.229 2.699
H 0.583 8.629 3.020
H -0.438 6.354 1.887
H -1.048 7.954 1.397
*
```

Properties
frontier orbital gap: 7.228 eV
SMILES: CC(=O)N(C)c1c(OC[C@@H](C)O)c([PH2]=S)c2nc(CCC(=O)Nc3ccccc3)c(Br)nc2c1[PH2]=S.O=S1(=O)CCCC1.O=S1(=O)CCCC1.O=S1(=O)CCCC1
LUMO: -0.9979 eV
HOMO: -8.2 eV

---

Record 2
Below is a structure of composition C35H52AsAuOP3 at a distorted geometry, with properties calculated with ωB97M-V/def2-TZVPD.

The geometry in ORCA input format:
```
! RIJCOSX wB97M-V def2-TZVPD def2/J DEFGRID3
* xyz 3 3
Au -0.867 1.985 0.926
P 0.388 1.784 2.924
P -2.953 0.714 1.455
P -1.420 4.062 0.011
H 4.310 2.059 -4.942
C 4.272 3.051 -4.491
C 5.032 3.361 -3.414
H 5.693 2.623 -2.959
C 1.428 0.300 2.913
C -0.520 1.729 4.509
C 1.469 3.240 3.084
C -3.928 0.366 -0.042
C -2.688 -0.932 2.207
C -4.195 1.463 2.580
C 0.179 4.777 -0.414
C -2.211 5.286 1.106
C -2.429 3.856 -1.465
H 3.636 3.796 -4.969
H 5.036 4.368 -2.995
H 2.015 0.281 1.986
H 0.789 -0.594 2.933
H 2.107 0.275 3.778
H -1.095 0.794 4.583
H -1.205 2.585 4.608
H 0.215 1.770 5.328
H 2.195 3.234 2.259
H 2.005 3.232 4.046
H 0.855 4.151 3.025
H -4.948 0.065 0.238
H -3.452 -0.451 -0.599
H -3.971 1.261 -0.677
H -3.566 -1.210 2.812
H -1.801 -0.901 2.855
H -2.536 -1.688 1.423
H -5.186 1.425 2.101
H -3.939 2.509 2.794
H -4.222 0.897 3.523
H 0.158 5.849 -0.639
H 0.582 4.258 -1.285
H 0.885 4.598 0.403
H -2.030 6.311 0.750
H -1.789 5.200 2.117
H -3.299 5.131 1.170
H -2.678 4.798 -1.965
H -3.366 3.344 -1.220
H -1.883 3.219 -2.166
C 2.453 0.778 -1.508
C 1.380 0.886 -2.430
C 1.188 2.090 -3.089
C 1.953 3.196 -2.741
C 2.879 3.126 -1.685
C 3.097 1.926 -1.028
O 2.956 -0.458 -1.179
H 2.280 -1.125 -1.408
H 0.745 0.017 -2.611
H 0.434 2.158 -3.882
H 1.904 4.118 -3.330
H 3.498 3.993 -1.437
H 3.826 1.863 -0.218
C 1.285 -5.578 -3.615
C 0.973 -4.285 -4.055
C 0.781 -3.251 -3.131
C 0.932 -3.528 -1.755
C 1.248 -4.814 -1.313
C 1.421 -5.840 -2.245
As 0.164 -2.217 -0.476
C -1.588 -3.095 -0.512
C -2.412 -2.562 -1.519
C -3.637 -3.162 -1.808
C -4.065 -4.255 -1.050
C -3.252 -4.774 -0.038
C -1.986 -4.221 0.205
C 1.047 -2.885 1.144
C 0.386 -3.255 2.326
C 1.151 -3.620 3.441
C 2.543 -3.483 3.407
C 3.185 -3.015 2.258
C 2.437 -2.727 1.123
H 1.408 -6.383 -4.339
H 0.858 -4.080 -5.124
H 0.486 -2.252 -3.470
H 1.343 -5.014 -0.241
H 1.649 -6.848 -1.899
H -2.077 -1.686 -2.076
H -4.248 -2.762 -2.621
H -5.043 -4.692 -1.250
H -3.598 -5.616 0.564
H -1.335 -4.665 0.953
H -0.704 -3.271 2.381
H 0.654 -4.000 4.337
H 3.130 -3.722 4.289
H 4.261 -2.867 2.228
H 2.937 -2.372 0.222
*
```

Properties
frontier orbital gap (spin up / spin down): 6.182 / 2.778 eV
LUMO (spin up / spin down): -8.4276 / -11.7835 eV
HOMO (spin up / spin down): -14.6 / -14.6 eV
energy above the lowest of the compared OMol25 structures with the same formula, charge and spin: 4.3 kcal per mole